# 1
Computed, not measured: a 4-piece molecular cluster, C40H64F9NO11S overall at a distorted geometry, with ωB97M-V/def2-TZVPD.

Element x y z (Å)
C (2.64, -2.70, 0.85)
C (1.70, -2.18, -0.31)
C (2.46, -1.52, -1.53)
C (3.56, -0.44, -1.13)
C (3.12, 1.07, -1.45)
C (1.64, 1.28, -0.93)
C (1.34, 2.78, -0.43)
C (0.76, 2.62, 1.04)
C (0.17, 3.94, 1.65)
C (-1.37, 4.20, 1.37)
C (-2.05, 3.26, 0.30)
C (-3.63, 3.51, 0.42)
C (-4.39, 3.47, -0.97)
C (-4.96, 2.00, -1.26)
C (-6.51, 1.93, -1.02)
C (-7.22, 0.64, -1.60)
C (-6.35, -0.67, -1.59)
C (-5.83, -1.11, -0.16)
C (-4.27, -1.32, -0.06)
C (-3.77, -0.86, 1.41)
N (-3.23, -2.03, 2.16)
C (-3.39, -1.83, 3.62)
C (-2.13, -1.26, 4.35)
C (-2.15, -1.33, 5.84)
C (-1.04, -0.79, 6.64)
C (0.12, -0.15, 5.99)
C (0.17, -0.09, 4.54)
C (-0.96, -0.64, 3.75)
O (-0.85, -0.51, 2.36)
C (-5.41, -0.84, -2.85)
O (-5.16, -2.26, -3.00)
S (-6.59, -2.99, -2.58)
O (-6.24, -4.10, -1.71)
O (-7.37, -3.57, -3.67)
O (-7.38, -1.71, -1.87)
H (2.06, -3.43, 1.47)
H (3.56, -3.22, 0.46)
H (2.94, -1.87, 1.54)
H (0.90, -1.50, 0.11)
H (1.15, -3.09, -0.70)
H (1.69, -1.13, -2.26)
H (2.98, -2.37, -2.07)
H (4.45, -0.63, -1.79)
H (3.94, -0.54, -0.08)
H (3.86, 1.72, -0.91)
H (3.20, 1.26, -2.55)
H (1.53, 0.59, -0.03)
H (0.85, 0.95, -1.66)
H (0.61, 3.30, -1.10)
H (2.35, 3.29, -0.43)
H (0.09, 1.73, 1.09)
H (1.66, 2.35, 1.67)
H (0.80, 4.84, 1.38)
H (0.28, 3.85, 2.78)
H (-2.01, 4.19, 2.30)
H (-1.45, 5.25, 0.95)
H (-1.72, 3.56, -0.73)
H (-1.91, 2.16, 0.49)
H (-3.82, 4.45, 1.01)
H (-4.03, 2.67, 1.06)
H (-5.31, 4.11, -0.84)
H (-3.82, 3.89, -1.83)
H (-4.72, 1.77, -2.33)
H (-4.41, 1.32, -0.54)
H (-6.95, 2.81, -1.57)
H (-6.81, 2.08, 0.06)
H (-7.65, 0.76, -2.63)
H (-8.11, 0.43, -0.92)
H (-6.30, -2.09, 0.11)
H (-6.24, -0.37, 0.58)
H (-3.67, -0.74, -0.81)
H (-3.95, -2.40, -0.14)
H (-2.98, -0.08, 1.22)
H (-4.60, -0.34, 1.97)
H (-3.89, -2.79, 1.93)
H (-4.30, -1.21, 3.91)
H (-3.59, -2.85, 4.06)
H (-2.99, -1.78, 6.40)
H (-1.07, -0.84, 7.75)
H (0.96, 0.30, 6.58)
H (1.02, 0.39, 3.99)
H (-1.07, 0.42, 2.17)
H (-6.08, -0.55, -3.71)
H (-4.45, -0.28, -2.77)
C (4.23, 7.71, -3.96)
C (5.45, 6.89, -3.60)
O (5.46, 6.57, -2.20)
C (4.67, 5.56, -1.82)
O (3.98, 4.92, -2.56)
C (4.82, 5.31, -0.32)
F (4.76, 6.44, 0.40)
F (5.99, 4.72, -0.02)
F (3.86, 4.50, 0.16)
H (4.17, 8.61, -3.34)
H (4.27, 8.01, -5.01)
H (3.31, 7.15, -3.80)
H (6.36, 7.47, -3.80)
H (5.52, 5.98, -4.20)
C (0.47, -4.62, 5.64)
C (1.36, -3.42, 5.40)
O (2.73, -3.73, 5.75)
C (3.42, -4.42, 4.84)
O (2.99, -4.79, 3.78)
C (4.86, -4.63, 5.32)
F (4.92, -5.04, 6.60)
F (5.58, -3.49, 5.24)
F (5.51, -5.55, 4.59)
H (0.57, -4.97, 6.67)
H (-0.58, -4.36, 5.45)
H (0.74, -5.45, 4.99)
H (1.06, -2.60, 6.05)
H (1.30, -3.07, 4.37)
C (3.62, -5.88, -6.52)
C (4.63, -4.87, -7.03)
O (4.32, -3.55, -6.55)
C (4.69, -3.28, -5.30)
O (5.25, -4.05, -4.57)
C (4.35, -1.83, -4.94)
F (3.10, -1.50, -5.31)
F (5.17, -0.96, -5.55)
F (4.43, -1.59, -3.63)
H (2.60, -5.57, -6.79)
H (3.81, -6.86, -6.95)
H (3.65, -5.96, -5.44)
H (4.59, -4.82, -8.12)
H (5.65, -5.15, -6.76)

## Properties
- E_LUMO: 0.50 eV
- HOMO energy: -9.00 eV
- SMILES: CCCCCCCCCCCCCCCC[C@]1(CCCNCc2ccccc2O)COS(=O)(=O)O1.CCOC(=O)C(F)(F)F.CCOC(=O)C(F)(F)F.CCOC(=O)C(F)(F)F
- Multiplicity: 1

# 2
Computed, not measured: a 12-piece molecular cluster, C40H65Br22F3N2O3 overall at a distorted geometry, with ωB97M-V/def2-TZVPD.

Element x y z (Å)
C (-4.80, 2.09, -1.83)
C (-4.38, 3.56, -2.23)
O (-5.24, 4.31, -2.62)
O (-3.06, 3.97, -2.07)
C (-2.21, 3.37, -3.10)
C (-0.73, 3.87, -3.00)
C (0.19, 3.07, -1.99)
C (-0.54, 2.46, -0.74)
C (0.41, 1.55, 0.13)
C (1.70, 2.07, 0.55)
C (2.64, 1.27, 1.40)
C (2.19, -0.04, 1.82)
C (0.89, -0.65, 1.40)
N (0.63, -1.94, 1.87)
C (-0.57, -2.36, 1.38)
C (-1.50, -1.57, 0.52)
C (-2.86, -2.20, 0.05)
C (-3.14, -1.92, -1.49)
O (-1.94, -1.80, -2.26)
C (-2.19, -1.21, -3.52)
C (-0.89, -0.70, -4.22)
F (0.09, -1.66, -4.35)
F (-0.34, 0.41, -3.63)
F (-1.22, -0.32, -5.52)
N (-1.24, -0.30, 0.12)
C (0.00, 0.16, 0.56)
H (-4.01, 1.70, -1.13)
H (-5.82, 2.05, -1.38)
H (-4.80, 1.40, -2.72)
H (-2.70, 3.60, -4.09)
H (-2.29, 2.25, -2.96)
H (-0.78, 4.97, -2.72)
H (-0.32, 3.84, -4.05)
H (0.80, 2.33, -2.58)
H (0.94, 3.82, -1.59)
H (-0.86, 3.33, -0.09)
H (-1.48, 1.89, -0.96)
H (2.03, 3.09, 0.23)
H (3.63, 1.65, 1.76)
H (2.87, -0.65, 2.48)
H (-0.89, -3.40, 1.66)
H (-2.74, -3.32, 0.18)
H (-3.72, -1.89, 0.69)
H (-3.72, -2.79, -1.92)
H (-3.81, -1.01, -1.56)
H (-2.89, -0.34, -3.45)
H (-2.61, -2.03, -4.19)
Br (-0.98, -6.39, 0.92)
C (0.27, -6.87, -0.49)
C (1.27, -5.77, -0.74)
Br (0.48, -4.31, -1.76)
H (-0.32, -7.12, -1.37)
H (0.77, -7.77, -0.13)
H (2.10, -6.13, -1.35)
H (1.67, -5.34, 0.18)
Br (-9.31, 8.04, -4.52)
C (-7.98, 6.63, -4.66)
C (-6.66, 7.05, -4.07)
Br (-5.70, 8.26, -5.26)
H (-7.91, 6.37, -5.72)
H (-8.40, 5.79, -4.11)
H (-6.00, 6.19, -3.95)
H (-6.76, 7.56, -3.11)
Br (-3.50, -0.49, 4.27)
C (-3.09, -2.06, 5.34)
C (-2.68, -3.21, 4.46)
Br (-4.22, -4.03, 3.59)
H (-3.96, -2.27, 5.95)
H (-2.26, -1.76, 5.99)
H (-2.23, -4.01, 5.04)
H (-1.99, -2.92, 3.67)
Br (-5.23, 2.81, 2.05)
C (-5.52, 2.61, 3.97)
C (-6.67, 3.48, 4.44)
Br (-6.13, 5.34, 4.58)
H (-4.58, 2.84, 4.46)
H (-5.76, 1.56, 4.11)
H (-6.97, 3.19, 5.44)
H (-7.53, 3.45, 3.78)
Br (4.06, -0.04, -0.47)
C (5.45, -1.39, -0.71)
C (6.76, -0.94, -0.14)
Br (7.64, 0.36, -1.31)
H (5.49, -1.61, -1.78)
H (5.08, -2.27, -0.18)
H (7.46, -1.77, -0.07)
H (6.67, -0.47, 0.84)
Br (-4.68, -3.64, 8.71)
C (-3.31, -5.02, 8.54)
C (-2.00, -4.56, 9.13)
Br (-1.09, -3.32, 7.94)
H (-3.24, -5.27, 7.49)
H (-3.70, -5.88, 9.09)
H (-1.32, -5.40, 9.24)
H (-2.11, -4.06, 10.09)
Br (8.77, -4.45, 1.65)
C (10.01, -4.91, 0.22)
C (11.01, -3.82, -0.02)
Br (10.22, -2.33, -1.00)
H (9.40, -5.14, -0.66)
H (10.50, -5.82, 0.56)
H (11.83, -4.17, -0.65)
H (11.42, -3.40, 0.90)
Br (2.04, 5.81, -1.93)
C (1.89, 6.11, -3.85)
C (2.88, 7.14, -4.32)
Br (2.31, 8.95, -3.85)
H (0.86, 6.39, -4.04)
H (2.10, 5.14, -4.30)
H (2.95, 7.14, -5.40)
H (3.88, 7.01, -3.89)
Br (6.04, 5.67, -3.30)
C (7.69, 6.56, -3.81)
C (7.43, 7.96, -4.29)
Br (6.72, 7.97, -6.10)
H (8.18, 5.93, -4.55)
H (8.30, 6.57, -2.90)
H (8.36, 8.53, -4.35)
H (6.72, 8.51, -3.67)
Br (-2.17, -5.96, -6.92)
C (-1.75, -4.23, -7.72)
C (-2.10, -3.10, -6.79)
Br (-4.03, -2.77, -6.77)
H (-2.27, -4.18, -8.67)
H (-0.67, -4.25, -7.90)
H (-1.66, -2.16, -7.14)
H (-1.80, -3.28, -5.76)
Br (-0.08, -6.27, 11.73)
C (1.81, -6.46, 11.30)
C (2.18, -5.67, 10.07)
Br (1.59, -6.56, 8.44)
H (2.00, -7.53, 11.20)
H (2.34, -6.08, 12.17)
H (3.26, -5.60, 9.98)
H (1.75, -4.67, 10.06)

## Properties
- E_LUMO: -0.21 eV
- HOMO energy: -7.94 eV
- SMILES: CC(=O)OCCCCc1cccc2ncc(CCOCC(F)(F)F)nc12.BrCCBr.BrCCBr.BrCCBr.BrCCBr.BrCCBr.BrCCBr.BrCCBr.BrCCBr.BrCCBr.BrCCBr.BrCCBr
- Multiplicity: 1

# 3
Computed, not measured: a 8-piece molecular cluster, C40H65Br2FN2O9S8 overall at a distorted geometry, with ωB97M-V/def2-TZVPD.

Element x y z (Å)
C (3.73, -6.96, -0.39)
C (3.13, -5.47, -0.25)
C (2.41, -5.08, 1.11)
C (1.85, -3.65, 1.33)
C (1.98, -2.56, 0.19)
C (1.40, -1.10, 0.58)
C (0.70, -0.34, -0.64)
C (-0.14, -1.27, -1.59)
C (-0.91, -0.70, -2.86)
N (-1.65, -1.67, -3.62)
C (-2.23, -0.98, -4.72)
C (-2.15, 0.53, -5.06)
C (-2.90, 1.09, -6.36)
C (-4.29, 1.80, -6.08)
C (-4.58, 2.84, -4.96)
C (-6.00, 3.50, -4.84)
C (-7.18, 3.16, -5.83)
C (-6.91, 2.11, -6.93)
C (-5.50, 1.47, -7.04)
N (-1.41, 1.43, -4.26)
C (-0.75, 0.81, -3.14)
C (0.10, 1.79, -2.22)
S (0.21, 3.56, -2.68)
O (1.52, 4.22, -2.28)
O (-0.87, 4.38, -2.00)
F (0.16, 3.82, -4.37)
C (0.81, 1.22, -0.93)
C (1.65, 2.09, 0.12)
Br (0.63, 3.70, 0.81)
C (3.16, 2.47, -0.35)
C (4.16, 2.20, 0.91)
Br (3.69, 1.17, -1.76)
C (2.65, -2.92, -1.15)
C (3.21, -4.38, -1.36)
H (4.85, -6.92, -0.70)
H (3.66, -7.53, 0.61)
H (3.09, -7.54, -1.14)
H (2.32, -5.84, 1.98)
H (1.38, -3.42, 2.35)
H (2.29, -0.53, 1.04)
H (0.61, -1.21, 1.40)
H (-0.21, -2.40, -1.36)
H (-2.84, -1.64, -5.46)
H (-3.00, 0.29, -7.18)
H (-2.20, 1.89, -6.81)
H (-3.72, 3.12, -4.27)
H (-6.24, 4.27, -4.02)
H (-8.20, 3.68, -5.74)
H (-7.72, 1.78, -7.68)
H (-5.31, 0.72, -7.88)
H (1.79, 1.47, 1.08)
H (3.29, 3.57, -0.62)
H (4.70, 1.18, 0.82)
H (3.62, 2.20, 1.92)
H (4.99, 2.99, 0.96)
H (2.77, -2.15, -1.99)
H (3.73, -4.65, -2.35)
C (6.39, -1.50, 0.20)
S (6.66, -3.16, -0.44)
O (5.97, -4.11, 0.48)
C (8.43, -3.22, -0.06)
H (5.33, -1.26, 0.10)
H (6.68, -1.45, 1.25)
H (6.98, -0.78, -0.38)
H (8.58, -3.07, 1.01)
H (8.95, -2.45, -0.63)
H (8.81, -4.20, -0.35)
C (0.62, 7.74, 0.27)
S (1.82, 6.91, -0.78)
O (2.89, 6.35, 0.11)
C (2.48, 8.42, -1.53)
H (0.10, 6.99, 0.87)
H (1.12, 8.45, 0.93)
H (-0.11, 8.26, -0.35)
H (2.87, 9.08, -0.76)
H (1.69, 8.92, -2.09)
H (3.29, 8.14, -2.21)
C (-1.32, -4.94, 5.08)
S (-0.96, -3.21, 4.69)
O (0.45, -3.15, 4.18)
C (-0.94, -2.64, 6.40)
H (-1.34, -5.51, 4.15)
H (-0.54, -5.34, 5.73)
H (-2.29, -5.01, 5.56)
H (-0.19, -3.19, 6.97)
H (-1.93, -2.78, 6.84)
H (-0.70, -1.58, 6.40)
C (1.19, 2.58, -6.64)
S (0.35, 2.63, -8.24)
O (-0.11, 1.24, -8.54)
C (1.84, 2.94, -9.22)
H (0.45, 2.36, -5.87)
H (1.95, 1.80, -6.64)
H (1.64, 3.55, -6.44)
H (2.56, 2.13, -9.06)
H (2.27, 3.90, -8.93)
H (1.56, 2.97, -10.27)
C (1.13, -9.72, 3.80)
S (2.13, -8.27, 3.41)
O (2.87, -8.56, 2.14)
C (3.30, -8.48, 4.77)
H (0.35, -9.82, 3.04)
H (1.75, -10.62, 3.79)
H (0.67, -9.59, 4.78)
H (3.78, -9.46, 4.70)
H (2.76, -8.40, 5.72)
H (4.05, -7.70, 4.71)
C (-4.93, 1.09, 5.04)
S (-3.91, -0.07, 4.10)
O (-3.51, -1.17, 5.03)
C (-2.49, 1.03, 3.93)
H (-5.87, 0.60, 5.29)
H (-4.41, 1.39, 5.95)
H (-5.14, 1.97, 4.42)
H (-2.13, 1.33, 4.91)
H (-2.78, 1.91, 3.35)
H (-1.70, 0.50, 3.40)
C (-8.33, 4.19, 7.79)
S (-7.13, 3.35, 6.75)
O (-6.06, 2.80, 7.64)
C (-6.48, 4.84, 5.97)
H (-8.84, 3.45, 8.41)
H (-7.82, 4.91, 8.44)
H (-9.06, 4.70, 7.17)
H (-6.09, 5.52, 6.73)
H (-7.27, 5.33, 5.40)
H (-5.67, 4.56, 5.29)

## Properties
- E_LUMO: -1.46 eV
- HOMO energy: -7.58 eV
- Multiplicity: 1